1.
This record from OMol25 describes 7 unconnected molecules or ions with the total composition C4H23NO6 at a distorted geometry. The level of theory is wB97M-V/def2-TZVPD.

## Properties
ΔE to the lowest compared entry with this formula, charge and spin: 18.3 kcal/mol
HOMO (alpha / beta): -0.489 / -0.489 hartree
Kohn-Sham gap (alpha / beta): 9.6683 / 4.4830 eV
LUMO level (alpha / beta): -0.1340 / -0.3245 Eh

```
! RIJCOSX wB97M-V def2-TZVPD def2/J DEFGRID3
* xyz 1 2
C 1.085 -0.927 -1.408
C 0.082 -0.137 -2.339
C -1.221 -0.171 -1.518
C 0.402 1.293 -2.797
N 2.174 -1.478 -2.201
H 0.563 -1.676 -0.865
H 1.292 -0.076 -0.726
H -0.069 -0.730 -3.265
H -1.066 -0.845 -0.661
H -2.043 -0.658 -2.016
H -1.444 0.710 -0.942
H -0.339 1.991 -2.307
H 1.484 1.383 -2.846
H 0.118 1.409 -3.841
H 2.318 -2.456 -2.043
H 2.985 -0.872 -2.083
H -2.759 2.040 0.287
H -3.384 1.083 1.283
O -2.968 1.953 1.217
H 0.608 -0.601 2.514
H 0.005 0.273 3.695
O -0.177 -0.239 2.908
H 0.624 2.382 -0.885
H -0.315 1.660 0.221
O 0.387 2.272 0.020
H 1.163 -1.601 1.173
H 1.067 -3.162 0.497
O 0.804 -2.494 1.121
H 3.101 0.461 1.313
H 1.756 1.132 1.120
O 2.159 0.300 1.404
H -1.778 -0.271 1.678
H -2.299 -1.153 2.794
O -2.585 -0.576 2.088
*
```

Here are the natural (NBO) charges for atoms 1 to 8, given in e: atom 1 (C): -0.292, atom 2 (C): -0.161, atom 3 (C): -0.626, atom 4 (C): -0.675, atom 5 (N): -0.394, atom 6 (H): 0.261, atom 7 (H): 0.311, atom 8 (H): 0.247


2.
This record from OMol25 describes a single C6H8N2O molecule at a distorted geometry. The level of theory is wB97M-V/def2-TZVPD.

## Properties
ΔE to the lowest compared entry with this formula, charge and spin: 39.0 kcal/mol
HOMO: -0.374 hartree
Kohn-Sham gap: 10.8047 eV
LUMO level: 0.0233 Eh

```
! RIJCOSX wB97M-V def2-TZVPD def2/J DEFGRID3
* xyz 0 1
C -2.023 0.323 0.102
C 0.720 -1.311 0.002
C -0.473 2.143 -0.358
C -0.479 1.253 -1.534
C -0.708 0.708 -0.126
C 1.557 -2.115 1.029
N -3.113 0.016 0.356
N 0.189 -0.214 0.633
O 0.597 -1.522 -1.205
H 0.427 2.570 0.045
H -1.335 2.907 -0.280
H -1.359 1.168 -2.089
H 0.391 1.068 -1.953
H 0.823 -2.287 1.760
H 1.754 -3.072 0.653
H 2.486 -1.738 1.443
H 0.547 0.103 1.523
*
```

Here are the natural (NBO) charges for atoms 1 to 8, given in e: atom 1 (C): 0.275, atom 2 (C): 0.697, atom 3 (C): -0.391, atom 4 (C): -0.339, atom 5 (C): -0.032, atom 6 (C): -0.722, atom 7 (N): -0.316, atom 8 (N): -0.611


3.
This record from OMol25 describes a single C2HNO molecule at a distorted geometry. The level of theory is wB97M-V/def2-TZVPD.

## Properties
ΔE to the lowest compared entry with this formula, charge and spin: 10.6 kcal/mol
HOMO: -0.437 hartree
Kohn-Sham gap: 11.2040 eV
LUMO level: -0.0251 Eh

```
! RIJCOSX wB97M-V def2-TZVPD def2/J DEFGRID3
* xyz 0 1
C 0.656 0.153 0.022
C -0.901 -0.202 0.102
H 0.759 1.215 -0.093
N -2.003 -0.466 -0.033
O 1.489 -0.701 0.003
*
```

Charges per atom according to natural (NBO) partitioning, unit e: atom 1 (C): 0.396, atom 2 (C): 0.131, atom 3 (H): 0.162, atom 4 (N): -0.268, atom 5 (O): -0.421


4.
This record from OMol25 describes 3 unconnected molecules or ions with the total composition CF4NO at a distorted geometry. The level of theory is wB97M-V/def2-TZVPD.

## Properties
ΔE to the lowest compared entry with this formula, charge and spin: 63.0 kcal/mol
HOMO: -0.641 hartree
Kohn-Sham gap: 9.1002 eV
LUMO level: -0.3067 Eh

```
! RIJCOSX wB97M-V def2-TZVPD def2/J DEFGRID3
* xyz 1 1
C -1.871 1.532 -0.037
N 1.292 -1.710 0.314
O -2.067 2.462 0.363
F 0.335 -0.281 -0.054
F -2.005 0.763 -0.962
F 2.232 -1.727 -0.679
F 2.084 -1.040 1.055
*
```

Charges per atom according to natural (NBO) partitioning, unit e: atom 1 (C): 1.258, atom 2 (N): 0.737, atom 3 (O): -0.172, atom 4 (F): -0.489, atom 5 (F): -0.097, atom 6 (F): -0.143, atom 7 (F): -0.095


5.
This record from OMol25 describes a molecular structure, C2HF6InNO4S2 at a distorted geometry. The level of theory is wB97M-V/def2-TZVPD.

## Properties
HOMO (alpha / beta): -0.578 / -0.578 hartree
Kohn-Sham gap (alpha / beta): 7.5911 / 7.5910 eV
LUMO level (alpha / beta): -0.2987 / -0.2987 Eh

```
! RIJCOSX wB97M-V def2-TZVPD def2/J DEFGRID3
* xyz 1 1
N 0.123 0.276 -0.320
S -1.143 -0.748 -0.551
O -1.327 -0.820 -1.991
O -1.006 -1.967 0.226
C -2.527 0.349 0.107
F -3.587 0.154 -0.671
F -2.048 1.799 0.826
F -2.875 -0.221 1.263
S 1.288 0.088 0.777
O 1.021 -0.617 2.010
O 1.795 1.494 0.803
C 2.635 -0.870 -0.117
F 2.309 -2.141 -0.158
F 2.776 -0.386 -1.331
F 3.744 -0.698 0.572
H -1.511 1.959 -1.071
In 0.334 2.350 -0.374
*
```

Here are the Mulliken charges for atoms 1 to 8, given in e: atom 1 (N): -0.338, atom 2 (S): 1.174, atom 3 (O): -0.547, atom 4 (O): -0.484, atom 5 (C): 0.531, atom 6 (F): -0.146, atom 7 (F): -0.310, atom 8 (F): -0.171


6.
This record from OMol25 describes 2 unconnected molecules or ions with the total composition C6H14OS. The level of theory is wB97M-V/def2-TZVPD.

## Properties
ΔE to the lowest compared entry with this formula, charge and spin: 1.0 kcal/mol
HOMO: -0.319 hartree
Kohn-Sham gap: 9.4751 eV
LUMO level: 0.0290 Eh

```
! RIJCOSX wB97M-V def2-TZVPD def2/J DEFGRID3
* xyz 0 1
O 0.699 -1.510 2.655
C 0.578 -1.565 1.461
C 1.713 -1.698 0.480
C 1.307 -2.585 -0.709
H -0.428 -1.517 0.996
H 2.580 -2.105 1.001
H 1.977 -0.703 0.118
H 1.190 -3.619 -0.381
H 2.040 -2.542 -1.510
H 0.345 -2.247 -1.105
C 0.174 2.079 1.144
C -0.892 2.140 0.074
S -0.722 0.750 -1.095
C -1.992 1.238 -2.278
H 0.066 2.929 1.821
H 1.179 2.109 0.718
H 0.085 1.183 1.757
H -0.809 3.049 -0.513
H -1.888 2.093 0.506
H -2.838 1.679 -1.747
H -1.606 1.972 -2.983
H -2.358 0.370 -2.820
*
```

Here are the natural (NBO) charges for atoms 1 to 8, given in e: atom 1 (O): -0.527, atom 2 (C): 0.445, atom 3 (C): -0.520, atom 4 (C): -0.606, atom 5 (H): 0.108, atom 6 (H): 0.224, atom 7 (H): 0.233, atom 8 (H): 0.207


no.,total energy (eV)
1,-18285.5769
2,-11377.6542
3,-5626.1210
4,-15425.8822
5,-54904.5545
6,-19331.3768